# 1
The following is a quantum chemistry calculation of 2 unconnected molecules or ions with the total composition C2H10N2, from the Open Molecules 2025 dataset.

Values from the calculation:
- SMILES = NCN.C
- energy above the lowest of the compared OMol25 structures with the same formula, charge and spin (kcal/mol) = 11.3
- highest occupied orbital energy (eV) = -9.43
- orbital gap (eV) = 10.44
- LUMO (eV) = 1.01

The geometry in ORCA input format:
```
! RIJCOSX wB97M-V def2-TZVPD def2/J DEFGRID3
* xyz 0 1
N 0.83894 -0.50160 1.05805
C 1.46813 0.10723 -0.11472
N 0.96824 1.47545 -0.34614
H 1.41614 -0.24864 1.84735
H 0.77260 -1.50775 1.01006
H 1.46083 -0.50319 -1.00236
H 2.52414 0.21727 0.16358
H 1.03726 1.63739 -1.35007
H -0.04731 1.40939 -0.24186
C -2.11480 -0.39168 -0.18398
H -1.29225 -0.93524 -0.66150
H -2.91031 -1.13087 -0.10337
H -1.73769 -0.05052 0.77142
H -2.38392 0.42275 -0.84646
*
```

Results of the Löwdin charge analysis, in e, for atoms 1 through 2:
1. N -0.008
2. C -0.378

---

# 2
The following is a quantum chemistry calculation of C17H17FN2O3S in the gas phase, from the Open Molecules 2025 dataset.

Values from the calculation:
- SMILES = COc1ccc2[nH]cc(CCNS(=O)(=O)c3ccc(F)cc3)c2c1
- energy above the lowest of the compared OMol25 structures with the same formula, charge and spin (kcal/mol) = 7.5
- highest occupied orbital energy (eV) = -8.08
- orbital gap (eV) = 8.59
- LUMO (eV) = 0.51

The geometry in ORCA input format:
```
! RIJCOSX wB97M-V def2-TZVPD def2/J DEFGRID3
* xyz 0 1
C 3.25729 1.22890 -4.40380
O 3.46398 -0.12626 -4.09637
C 2.86715 -0.63590 -2.97661
C 3.13015 -2.00108 -2.74721
C 2.60884 -2.66423 -1.66396
C 1.80263 -1.94273 -0.79069
N 1.15487 -2.32436 0.35114
C 0.48611 -1.24594 0.86061
C 0.68363 -0.15074 0.06743
C 0.08822 1.20718 0.24501
C -1.06895 1.42712 -0.74500
N -2.11042 0.43523 -0.64838
S -3.39309 0.69370 0.36265
O -4.32130 -0.36753 0.11710
O -3.80137 2.05525 0.19833
C -2.76935 0.49103 2.03788
C -2.41960 1.60443 2.77761
C -1.91802 1.44429 4.05816
C -1.78716 0.15931 4.55951
F -1.29526 -0.00656 5.80027
C -2.14965 -0.96269 3.83136
C -2.64782 -0.78572 2.55153
C 1.52497 -0.57514 -1.00654
C 2.06711 0.08507 -2.11300
H 2.19794 1.44588 -4.57795
H 3.81648 1.41290 -5.31985
H 3.63610 1.88410 -3.61200
H 3.76224 -2.50958 -3.45718
H 2.82018 -3.70961 -1.49728
H 1.18923 -3.24029 0.76380
H -0.08076 -1.32705 1.76924
H -0.27348 1.31589 1.26896
H 0.84508 1.97284 0.06342
H -1.55708 2.38700 -0.57066
H -0.68081 1.40709 -1.76783
H -1.78449 -0.51861 -0.65093
H -2.55727 2.58159 2.34268
H -1.63525 2.28854 4.66643
H -2.04448 -1.94259 4.26987
H -2.96369 -1.62202 1.94811
H 1.85708 1.13128 -2.26586
*
```

Results of the Löwdin charge analysis, in e, for atoms 1 through 2:
1. C -0.096
2. O -0.093

---

# 3
The following is a quantum chemistry calculation of C3H6ClFN2 in the gas phase, from the Open Molecules 2025 dataset.

Values from the calculation:
- SMILES = CN/N=C\[C@@H](F)Cl
- energy above the lowest of the compared OMol25 structures with the same formula, charge and spin (kcal/mol) = 44.1
- highest occupied orbital energy (eV) = -8.89
- orbital gap (eV) = 9.59
- LUMO (eV) = 0.70

The geometry in ORCA input format:
```
! RIJCOSX wB97M-V def2-TZVPD def2/J DEFGRID3
* xyz 0 1
C -2.41711 0.67605 0.23524
N -1.20072 1.07864 -0.47381
N -0.25135 1.60216 0.44999
C 0.59393 0.77401 0.89685
C 0.79379 -0.69307 0.55077
F -0.35979 -1.41486 0.56416
Cl 1.55304 -0.83294 -1.05660
H -3.18873 0.44274 -0.52125
H -2.22056 -0.22966 0.80448
H -2.78299 1.43993 0.90134
H -1.46760 1.89265 -1.06096
H 1.34253 1.19524 1.55790
H 1.49456 -1.15475 1.27278
*
```

Results of the Löwdin charge analysis, in e, for atoms 1 through 2:
1. C -0.124
2. N -0.135

---

# 4
The following is a quantum chemistry calculation of 2 unconnected molecules or ions with the total composition C2H2Cl2O2, from the Open Molecules 2025 dataset.

Values from the calculation:
- SMILES = ClCCl.O=C=O
- energy above the lowest of the compared OMol25 structures with the same formula, charge and spin (kcal/mol) = 8.6
- highest occupied orbital energy (eV) = -11.13
- orbital gap (eV) = 11.74
- LUMO (eV) = 0.61

The geometry in ORCA input format:
```
! RIJCOSX wB97M-V def2-TZVPD def2/J DEFGRID3
* xyz 0 1
Cl 0.05886 -0.29332 -1.68093
C -0.44437 -1.62750 -0.68659
Cl -1.18763 -0.94848 0.82341
H 0.44254 -2.26243 -0.43608
H -1.18208 -2.19316 -1.04223
O -3.12419 0.02552 -2.74258
C -2.46108 0.92680 -2.41484
O -1.86951 1.83712 -2.00391
*
```

Results of the Löwdin charge analysis, in e, for atoms 1 through 2:
1. Cl 0.623
2. C -0.949

---

# 5
The following is a quantum chemistry calculation of 5 unconnected molecules or ions with the total composition C6H19NO4, from the Open Molecules 2025 dataset.

Values from the calculation:
- SMILES = C=C/C(N)=C/CC.O.O.O.O
- energy above the lowest of the compared OMol25 structures with the same formula, charge and spin (kcal/mol) = 75.3
- highest occupied orbital energy (eV) = -8.34
- orbital gap (eV) = 8.91
- LUMO (eV) = 0.57

The geometry in ORCA input format:
```
! RIJCOSX wB97M-V def2-TZVPD def2/J DEFGRID3
* xyz 0 1
C 2.59555 -0.80035 -2.67364
C 2.69595 -1.28569 -1.44136
C 1.45661 -1.74207 -0.75377
N 0.93232 -2.93331 -1.32927
C 0.91751 -1.25902 0.36691
C -0.22885 -1.85110 1.11259
C -0.92594 -0.79642 2.00394
H 3.39382 -0.43906 -3.27731
H 1.60905 -0.54810 -3.05273
H 3.60485 -1.25254 -0.84956
H 0.00211 -3.13497 -0.96973
H 0.73788 -2.83511 -2.32072
H 1.35430 -0.45059 0.94991
H -1.00315 -2.25756 0.40975
H 0.03138 -2.66736 1.80558
H -1.88055 -1.05292 2.44384
H -0.33826 -0.47014 2.87070
H -0.76075 0.17081 1.51369
O 0.63834 3.09368 -1.17251
H 0.65137 2.34902 -1.77459
H 0.34013 3.96064 -1.46555
O -0.59578 0.76336 -1.05549
H -0.93082 1.18250 -0.26228
H -0.58348 -0.19121 -0.90642
O -1.41544 3.92718 0.94993
H -1.07725 3.08642 0.60187
H -0.61550 4.21171 1.41875
O -3.25618 0.78726 2.26735
H -4.21746 0.69052 2.29605
H -3.13178 1.74444 2.29407
*
```

Results of the Löwdin charge analysis, in e, for atoms 1 through 2:
1. C 0.017
2. C -0.107

---

# 6
The following is a quantum chemistry calculation of C7H6F3N7O14 in the gas phase, from the Open Molecules 2025 dataset.

Values from the calculation:
- energy above the lowest of the compared OMol25 structures with the same formula, charge and spin (kcal/mol) = 0.0
- highest occupied orbital energy (eV) = -11.59
- orbital gap (eV) = 9.39
- LUMO (eV) = -2.20

The geometry in ORCA input format:
```
! RIJCOSX wB97M-V def2-TZVPD def2/J DEFGRID3
* xyz 0 1
O -1.09142 -1.95852 -0.06198
O 4.08662 -1.97953 -1.18121
O 3.02460 -2.66740 -4.58889
O -5.58333 0.52508 -0.16164
O -2.70395 3.09120 0.83136
O 3.00411 0.36462 1.44185
O 1.50159 2.34749 4.03714
O 3.60970 0.09005 -1.80931
O 2.66273 -3.97408 -2.84497
O -4.82946 1.10721 1.79433
O -3.26443 2.81733 -1.28336
O 1.81125 -1.23566 2.44296
O 1.82427 3.12223 2.04734
F 1.75835 -0.73170 -3.49006
F -3.13466 0.25108 -1.11461
F -0.06973 0.48461 3.14706
O 0.69434 -0.81669 -0.92218
C -0.47123 -0.90201 -0.19664
N -0.86742 0.21830 0.54084
N 3.40199 -1.13526 -1.83297
N 2.65694 -2.86897 -3.40020
N -4.65857 0.86616 0.59860
N -3.07727 2.39231 -0.13500
N 1.97853 -0.04749 2.02792
N 1.44351 2.24112 2.81230
C 1.11327 -2.00078 -1.63880
C -2.24307 0.31638 1.03942
C 0.15410 1.24952 0.88259
C 2.23651 -1.67470 -2.63022
C -3.26427 0.93444 0.06141
C 0.87720 0.96672 2.25376
H 0.29071 -2.46725 -2.15575
H 1.45693 -2.74921 -0.91823
H -2.59924 -0.65699 1.38861
H -2.23694 0.90766 1.95874
H -0.37651 2.18885 0.99453
H 0.88423 1.38388 0.06525
*
```

Results of the Löwdin charge analysis, in e, for atoms 1 through 2:
1. O 0.113
2. O 0.106

---

# 7
The following is a quantum chemistry calculation of 2 unconnected molecules or ions with the total composition C2H8N4, from the Open Molecules 2025 dataset.

Values from the calculation:
- SMILES = [H]/N=C/N.[H]/N=C/N
- energy above the lowest of the compared OMol25 structures with the same formula, charge and spin (kcal/mol) = 65.7
- highest occupied orbital energy (eV) = -9.09
- orbital gap (eV) = 9.69
- LUMO (eV) = 0.60

The geometry in ORCA input format:
```
! RIJCOSX wB97M-V def2-TZVPD def2/J DEFGRID3
* xyz 0 1
H -2.58889 -2.02489 2.34579
N -2.31838 -2.27405 1.40140
C -1.40185 -1.40758 1.21208
N -0.09395 -1.59520 0.78488
H -1.57778 -0.42143 1.65068
H 0.09317 -2.46733 0.26773
H 0.24695 -0.74726 0.12861
H 0.82552 3.63674 -0.47129
N 1.28482 2.62169 -0.28491
C 0.83352 1.77927 -1.14013
N 1.58546 0.81420 -1.78169
H -0.20968 2.00364 -1.62556
H 2.15363 0.47581 -0.97296
H 1.26144 0.34806 -2.59241
*
```

Results of the Löwdin charge analysis, in e, for atoms 1 through 2:
1. H 0.031
2. N 0.029

---

# 8
The following is a quantum chemistry calculation of C17H18N2O3S in the gas phase, from the Open Molecules 2025 dataset.

Values from the calculation:
- SMILES = COc1ccc(/C(N)=N/OC(=O)CSc2ccc(C)cc2)cc1
- energy above the lowest of the compared OMol25 structures with the same formula, charge and spin (kcal/mol) = 60.5
- highest occupied orbital energy (eV) = -8.51
- orbital gap (eV) = 9.20
- LUMO (eV) = 0.70

The geometry in ORCA input format:
```
! RIJCOSX wB97M-V def2-TZVPD def2/J DEFGRID3
* xyz 0 1
C -5.56695 -0.80998 -0.66415
O -4.91691 -0.09909 0.36268
C -3.64985 0.33982 0.15095
C -2.91978 0.14784 -1.01954
C -1.63144 0.63689 -1.11853
C -1.04472 1.33398 -0.06904
C 0.34906 1.81631 -0.18111
N 0.65596 3.00178 0.39137
N 1.08168 1.03482 -0.87931
O 2.45241 1.21841 -1.13826
C 3.36793 1.60016 -0.26013
O 3.17740 2.15668 0.79846
C 4.72079 1.15791 -0.74881
S 5.13101 -0.38849 0.17221
C 3.48647 -1.09160 0.27778
C 2.93918 -1.74806 -0.81072
C 1.62778 -2.18144 -0.75340
C 0.85443 -1.96899 0.38020
C -0.57067 -2.42540 0.43797
C 1.43262 -1.33604 1.47439
C 2.74281 -0.89933 1.43084
C -1.77604 1.51869 1.10273
C -3.05845 1.02766 1.21280
H -6.55367 -1.05343 -0.27373
H -5.03657 -1.73550 -0.90923
H -5.67566 -0.20138 -1.56726
H -3.34483 -0.38280 -1.85657
H -1.05685 0.48175 -2.01660
H -0.04007 3.43803 0.97230
H 1.62643 3.17281 0.63479
H 5.49577 1.87331 -0.48524
H 4.70774 0.94619 -1.81591
H 3.53029 -1.89639 -1.70158
H 1.19519 -2.67612 -1.61048
H -0.63885 -3.36867 0.98137
H -0.96834 -2.57613 -0.56205
H -1.18756 -1.69252 0.95370
H 0.84314 -1.16562 2.36406
H 3.18372 -0.38491 2.27143
H -1.33569 2.02036 1.95288
H -3.62890 1.15850 2.11872
*
```

Results of the Löwdin charge analysis, in e, for atoms 1 through 2:
1. C -0.085
2. O -0.080